(1)
Here is a molecular structure, C10H20S from the OMol25 dataset. Energies are from ωB97M-V/def2-TZVPD.

Output
<S²>: 2.007
HOMO-LUMO gap (spin up / spin down): 6.0 / 6.5 eV
Energy relative to the best compared isomer or geometry (same formula, charge and spin): 0.0 kcal/mol

The geometry in ORCA input format:
```
! wB97M-V def2-TZVPD RIJCOSX def2/J DEFGRID3
* xyz 0 3
C -0.06 1.24 -0.01
C 0.92 0.28 0.65
C -0.38 -0.22 0.23
C 0.16 1.64 -1.48
C -0.48 2.40 0.89
C 1.22 0.33 2.16
C 2.21 -0.17 -0.06
C -0.37 -2.64 -0.53
C -1.90 -0.91 -1.56
C -0.57 -1.18 -0.86
S -1.95 -0.78 1.79
H -0.28 0.91 -2.09
H 1.17 1.85 -1.76
H -0.39 2.56 -1.65
H -1.44 2.81 0.66
H 0.30 3.32 0.86
H -0.59 2.15 2.01
H 0.28 0.27 2.65
H 1.59 1.38 2.14
H 1.99 -0.48 2.30
H 2.90 0.74 0.04
H 1.88 -0.49 -0.99
H 2.62 -0.95 0.54
H -1.04 -3.00 0.24
H 0.63 -2.71 -0.12
H -0.43 -3.27 -1.43
H -2.58 -1.72 -1.32
H -1.82 -0.81 -2.63
H -2.42 0.10 -1.21
H 0.19 -0.65 -1.47
H -1.34 -1.98 2.00
*
```

(2)
Here is a gas-phase ion, C3H8N3 (charge +1) from the OMol25 dataset. Energies are from ωB97M-V/def2-TZVPD.

Output
HOMO-LUMO gap: 10.7 eV
Energy relative to the best compared isomer or geometry (same formula, charge and spin): 86.2 kcal/mol
SMILES: C=[N+]1CNCN1

The geometry in ORCA input format:
```
! wB97M-V def2-TZVPD RIJCOSX def2/J DEFGRID3
* xyz 1 1
C -0.31 1.24 -0.07
C -1.38 -0.81 -0.13
C 1.96 0.22 0.05
N -1.51 0.56 0.21
N 0.76 0.00 0.09
N 0.14 -1.08 0.05
H -0.23 1.48 -1.06
H 0.02 1.98 0.56
H -1.85 -1.51 0.61
H -1.48 -1.17 -1.10
H 2.40 1.17 -0.09
H 2.68 -0.62 0.06
H -2.14 0.83 0.92
H 0.53 -1.82 0.63
*
```

(3)
Here is a molecular structure, C8H10DyN2O4S from the OMol25 dataset. Energies are from ωB97M-V/def2-TZVPD.

Output
<S²>: 9.269
HOMO-LUMO gap (spin up / spin down): 6.0 / 8.9 eV

The geometry in ORCA input format:
```
! wB97M-V def2-TZVPD RIJCOSX def2/J DEFGRID3
* xyz 3 6
Dy -0.08 -0.26 -1.52
O -3.46 -1.29 -0.38
C -2.42 -0.97 -0.75
C 1.02 -0.21 -3.90
O 1.69 -0.12 -4.86
C -1.42 1.59 -2.76
O -1.92 2.51 -3.23
C 0.11 -2.78 -2.14
O 0.34 -3.89 -2.32
H -2.64 -1.69 -5.20
H -2.02 -1.53 -5.55
S 2.25 0.63 -0.67
C 1.09 0.48 0.68
N 1.12 -0.67 1.45
C 1.01 -0.56 2.94
C 0.04 0.52 3.29
C 0.25 1.83 2.57
N 0.38 1.56 1.10
H 1.76 -1.36 1.07
H 1.98 -0.39 3.40
H 0.69 -1.55 3.23
H 0.15 0.71 4.35
H -0.96 0.17 3.09
H 1.10 2.38 2.97
H -0.61 2.48 2.65
H 0.56 2.38 0.50
*
```